Density functional theory data (the ωB97M-V functional and the def2-TZVPD basis) for a cluster of 12 separate species, C57H138N6O12 in total in a non-equilibrium geometry.

Results
SMILES string = CC1(C)CCCC(C)(C)N1O.CC1(C)CCCC(C)(C)N1O.CC1(C)CCCC(C)(C)N1O.COC[C@H](C)N.COC[C@H](C)N.COC[C@H](C)N.CC(C)O.CC(C)O.CC(C)O.CC(C)O.CC(C)O.CC(C)O
Spin multiplicity = 1
Total charge = 0

Positions of all 213 atoms, in Å:
1 C -4.706 1.072 -6.158
2 C -3.417 1.632 -5.490
3 C -2.770 2.641 -6.485
4 C -3.793 2.339 -4.174
5 C -4.008 1.398 -2.966
6 C -2.843 0.488 -2.752
7 C -2.462 -0.348 -3.987
8 C -1.087 -1.111 -3.787
9 C -3.508 -1.511 -4.195
10 N -2.328 0.615 -5.147
11 O -2.161 -0.107 -6.356
12 H -5.217 0.314 -5.554
13 H -5.405 1.896 -6.297
14 H -4.546 0.587 -7.127
15 H -2.184 2.054 -7.167
16 H -3.593 3.241 -6.848
17 H -2.006 3.154 -5.942
18 H -2.934 2.988 -3.925
19 H -4.640 2.972 -4.449
20 H -4.203 1.979 -2.078
21 H -4.949 0.910 -3.166
22 H -2.907 -0.186 -1.899
23 H -1.900 1.068 -2.536
24 H -0.814 -1.608 -4.699
25 H -1.137 -1.747 -2.953
26 H -0.260 -0.432 -3.451
27 H -4.507 -1.165 -4.404
28 H -3.572 -2.211 -3.351
29 H -3.212 -2.058 -5.054
30 H -2.977 -0.535 -6.643
31 C 0.290 4.218 -0.844
32 C 0.479 4.774 0.583
33 C 0.419 3.564 1.558
34 C 1.818 5.530 0.729
35 C 1.871 6.220 2.120
36 C 0.793 7.263 2.072
37 C -0.633 6.678 1.974
38 C -1.146 6.007 3.235
39 C -1.554 7.842 1.655
40 N -0.699 5.759 0.793
41 O -1.867 4.928 0.788
42 H -0.303 3.319 -0.934
43 H -0.134 4.982 -1.459
44 H 1.225 3.965 -1.320
45 H 0.973 3.751 2.505
46 H -0.588 3.294 1.872
47 H 0.826 2.586 1.292
48 H 2.687 4.867 0.678
49 H 1.801 6.248 -0.071
50 H 1.780 5.633 3.033
51 H 2.855 6.760 2.239
52 H 1.001 7.817 1.130
53 H 0.850 7.969 2.864
54 H -1.429 6.729 4.053
55 H -0.391 5.350 3.653
56 H -1.955 5.359 2.995
57 H -2.612 7.528 1.750
58 H -1.568 8.063 0.611
59 H -1.277 8.822 2.145
60 H -2.245 5.212 -0.054
61 C -3.102 1.817 0.936
62 C -3.080 0.749 2.079
63 C -2.186 -0.421 1.643
64 C -2.500 1.386 3.347
65 C -3.459 2.404 3.879
66 C -4.713 1.764 4.297
67 C -5.371 0.977 3.187
68 C -6.316 -0.033 3.885
69 C -6.093 1.993 2.285
70 N -4.385 0.204 2.487
71 O -5.000 -0.257 1.295
72 H -2.093 1.899 0.469
73 H -3.711 1.386 0.114
74 H -3.489 2.814 1.149
75 H -2.149 -1.125 2.478
76 H -2.648 -0.833 0.735
77 H -1.190 -0.116 1.451
78 H -2.286 0.598 4.083
79 H -1.570 1.875 3.129
80 H -2.978 2.918 4.706
81 H -3.697 3.096 3.092
82 H -5.407 2.471 4.743
83 H -4.389 1.134 5.098
84 H -7.093 0.469 4.435
85 H -5.691 -0.629 4.525
86 H -6.779 -0.707 3.158
87 H -6.669 1.476 1.498
88 H -5.382 2.619 1.758
89 H -6.780 2.610 2.908
90 H -5.116 -1.228 1.326
91 C 0.844 1.325 4.337
92 O 2.246 1.397 4.624
93 C 3.072 1.086 3.529
94 C 4.504 1.409 3.886
95 C 4.790 2.895 4.030
96 N 5.259 0.702 2.786
97 H 0.219 1.394 5.263
98 H 0.596 0.371 3.877
99 H 0.582 2.063 3.572
100 H 2.942 0.035 3.226
101 H 2.766 1.637 2.648
102 H 4.749 0.966 4.874
103 H 5.862 2.999 4.157
104 H 4.169 3.363 4.824
105 H 4.597 3.317 3.001
106 H 6.202 1.066 2.743
107 H 5.344 -0.303 2.955
108 C -4.607 -5.049 -2.824
109 O -3.775 -4.522 -1.778
110 C -4.630 -4.005 -0.732
111 C -3.815 -3.580 0.475
112 C -2.803 -4.561 0.993
113 N -4.781 -3.214 1.564
114 H -5.110 -4.211 -3.276
115 H -5.312 -5.724 -2.442
116 H -4.034 -5.554 -3.647
117 H -5.171 -3.127 -1.232
118 H -5.359 -4.738 -0.404
119 H -3.259 -2.633 0.254
120 H -2.116 -4.842 0.214
121 H -3.357 -5.394 1.385
122 H -2.301 -4.007 1.867
123 H -5.219 -4.029 1.889
124 H -4.161 -2.961 2.331
125 C 7.406 -1.118 1.454
126 O 6.225 -1.981 1.571
127 C 5.791 -2.275 0.278
128 C 4.897 -3.548 0.331
129 C 4.496 -3.800 -1.123
130 N 3.729 -3.614 1.201
131 H 8.188 -1.624 0.796
132 H 7.874 -0.982 2.409
133 H 7.188 -0.128 1.011
134 H 5.250 -1.414 -0.059
135 H 6.684 -2.539 -0.301
136 H 5.531 -4.393 0.642
137 H 3.583 -3.239 -1.363
138 H 4.253 -4.861 -1.186
139 H 5.289 -3.443 -1.726
140 H 3.026 -2.942 0.911
141 H 3.984 -3.305 2.140
142 C 3.571 -2.213 5.112
143 C 2.163 -2.823 5.066
144 C 1.474 -2.632 3.752
145 O 2.230 -4.234 5.323
146 H 4.077 -2.344 6.050
147 H 3.454 -1.134 4.998
148 H 4.218 -2.496 4.240
149 H 1.606 -2.416 5.940
150 H 2.114 -2.961 2.930
151 H 1.252 -1.572 3.696
152 H 0.556 -3.149 3.775
153 H 2.316 -4.672 4.453
154 C 1.025 -4.451 -2.889
155 C 0.218 -5.046 -4.046
156 C 0.303 -6.552 -3.978
157 O -1.119 -4.624 -4.018
158 H 2.078 -4.585 -3.086
159 H 0.749 -4.979 -1.992
160 H 0.839 -3.336 -2.681
161 H 0.662 -4.713 -4.988
162 H -0.314 -6.804 -3.117
163 H 1.298 -7.059 -3.897
164 H -0.225 -7.034 -4.800
165 H -1.428 -4.178 -3.205
166 C 0.976 -7.357 0.950
167 C 0.858 -6.090 1.890
168 C -0.082 -6.362 3.013
169 O 2.156 -5.875 2.432
170 H 1.186 -8.274 1.490
171 H 1.630 -7.178 0.114
172 H -0.021 -7.537 0.566
173 H 0.524 -5.199 1.341
174 H -0.501 -5.426 3.363
175 H 0.540 -6.690 3.855
176 H -0.873 -7.084 2.780
177 H 2.685 -5.293 1.855
178 C 0.973 0.652 -0.833
179 C 1.318 -0.526 0.067
180 C 0.543 -1.815 -0.341
181 O 2.708 -0.926 0.019
182 H 1.289 0.292 -1.804
183 H 1.545 1.555 -0.648
184 H -0.075 0.923 -0.812
185 H 1.083 -0.312 1.104
186 H 1.057 -2.717 -0.190
187 H 0.240 -1.726 -1.419
188 H -0.382 -1.782 0.245
189 H 3.259 -0.122 0.069
190 C 1.368 2.582 -4.342
191 C 1.349 2.226 -5.821
192 C 2.824 1.934 -6.283
193 O 0.667 1.034 -6.088
194 H 0.454 3.076 -3.984
195 H 2.122 3.380 -4.174
196 H 1.541 1.693 -3.754
197 H 1.047 2.998 -6.494
198 H 2.864 1.647 -7.306
199 H 3.229 1.135 -5.696
200 H 3.377 2.880 -6.076
201 H -0.161 0.941 -5.567
202 C 4.806 1.376 -2.381
203 C 5.185 1.954 -1.009
204 C 5.106 3.456 -0.898
205 O 4.242 1.445 0.016
206 H 3.792 1.710 -2.700
207 H 4.936 0.317 -2.353
208 H 5.375 1.766 -3.183
209 H 6.107 1.535 -0.729
210 H 4.141 3.773 -1.292
211 H 5.956 3.985 -1.363
212 H 4.984 3.738 0.172
213 H 4.717 1.255 0.828

***

Density functional theory data (the ωB97M-V functional and the def2-TZVPD basis) for a cluster of 13 separate species, C57H139N13O7 in total in a non-equilibrium geometry.

Results
Spin multiplicity = 1
Total charge = 0

Positions of all 216 atoms, in Å:
1 C -13.430 -5.294 -2.244
2 C -12.260 -5.119 -1.271
3 N -11.669 -6.307 -0.643
4 C -12.711 -7.150 0.095
5 C -13.537 -6.367 1.095
6 C -10.869 -7.045 -1.615
7 C -9.755 -7.880 -0.982
8 H -14.289 -5.728 -1.731
9 H -13.050 -5.995 -2.987
10 H -13.732 -4.357 -2.712
11 H -11.473 -4.612 -1.830
12 H -12.453 -4.364 -0.509
13 H -13.390 -7.516 -0.675
14 H -12.185 -7.963 0.596
15 H -14.139 -5.629 0.566
16 H -14.212 -7.067 1.588
17 H -12.973 -5.829 1.858
18 H -10.471 -6.336 -2.342
19 H -11.518 -7.741 -2.146
20 H -10.123 -8.731 -0.409
21 H -9.054 -7.288 -0.393
22 H -9.227 -8.232 -1.868
23 C -13.509 -5.838 4.575
24 C -14.729 -5.000 4.596
25 N -15.844 -5.741 5.200
26 C -16.781 -4.779 5.777
27 C -16.252 -4.231 7.164
28 C -16.593 -6.555 4.153
29 C -17.597 -7.469 4.750
30 H -13.080 -5.991 5.565
31 H -12.839 -5.322 3.886
32 H -13.725 -6.826 4.169
33 H -14.508 -4.117 5.196
34 H -14.904 -4.550 3.619
35 H -17.111 -3.945 5.158
36 H -17.686 -5.286 6.110
37 H -15.423 -3.539 7.018
38 H -17.038 -3.650 7.648
39 H -15.949 -5.060 7.803
40 H -15.885 -7.137 3.562
41 H -17.038 -5.903 3.401
42 H -18.330 -6.893 5.315
43 H -17.045 -8.140 5.409
44 H -18.110 -8.059 3.992
45 C -8.525 -7.713 -8.408
46 C -8.184 -8.393 -7.083
47 N -9.211 -9.432 -6.706
48 C -8.648 -10.454 -5.762
49 C -7.399 -11.221 -6.318
50 C -10.464 -8.846 -6.215
51 C -10.430 -8.040 -4.870
52 H -7.815 -6.904 -8.580
53 H -9.485 -7.204 -8.318
54 H -8.466 -8.432 -9.225
55 H -7.177 -8.765 -7.272
56 H -8.121 -7.592 -6.347
57 H -8.300 -10.027 -4.822
58 H -9.372 -11.235 -5.530
59 H -6.462 -10.678 -6.437
60 H -7.223 -12.100 -5.698
61 H -7.544 -11.573 -7.339
62 H -11.169 -9.678 -6.193
63 H -10.837 -8.100 -6.916
64 H -11.417 -8.161 -4.424
65 H -10.179 -6.997 -5.066
66 H -9.714 -8.471 -4.171
67 C -15.583 -2.346 0.705
68 C -14.694 -1.068 0.859
69 N -14.028 -1.000 2.146
70 C -13.172 -2.197 2.449
71 C -12.692 -2.199 3.954
72 C -13.296 0.212 2.395
73 C -11.990 0.345 1.627
74 H -16.218 -2.490 1.579
75 H -15.008 -3.230 0.431
76 H -16.205 -2.276 -0.187
77 H -13.920 -1.061 0.092
78 H -15.270 -0.155 0.705
79 H -12.341 -2.202 1.744
80 H -13.835 -3.024 2.193
81 H -12.036 -1.357 4.176
82 H -12.087 -3.085 4.142
83 H -13.538 -2.248 4.640
84 H -13.955 1.003 2.036
85 H -13.196 0.473 3.449
86 H -11.085 -0.190 1.916
87 H -12.230 0.095 0.594
88 H -11.693 1.390 1.722
89 C -8.138 -0.050 -3.866
90 C -9.213 -1.151 -3.534
91 N -10.640 -0.710 -3.864
92 C -10.831 -0.616 -5.330
93 C -10.957 0.884 -5.695
94 C -11.641 -1.622 -3.287
95 C -12.016 -1.319 -1.842
96 H -8.055 0.013 -4.951
97 H -7.105 -0.334 -3.666
98 H -8.358 0.946 -3.483
99 H -9.024 -2.133 -3.967
100 H -9.175 -1.273 -2.451
101 H -9.973 -0.988 -5.890
102 H -11.704 -1.151 -5.704
103 H -11.969 1.201 -5.444
104 H -10.103 1.505 -5.424
105 H -11.004 1.022 -6.775
106 H -11.305 -2.649 -3.433
107 H -12.625 -1.504 -3.741
108 H -12.340 -0.297 -1.644
109 H -11.145 -1.481 -1.208
110 H -12.719 -2.075 -1.493
111 C -10.456 -10.098 1.957
112 C -10.940 -10.595 3.307
113 N -12.384 -10.978 3.467
114 C -12.698 -11.469 4.797
115 C -12.061 -12.879 4.980
116 C -13.314 -9.969 2.924
117 C -14.783 -10.371 2.750
118 H -10.855 -9.122 1.680
119 H -10.857 -10.739 1.171
120 H -9.375 -10.160 1.826
121 H -10.342 -11.471 3.558
122 H -10.804 -9.820 4.061
123 H -12.366 -10.730 5.526
124 H -13.773 -11.497 4.973
125 H -12.258 -13.571 4.161
126 H -10.987 -12.800 5.146
127 H -12.427 -13.426 5.849
128 H -12.959 -9.647 1.945
129 H -13.181 -9.184 3.669
130 H -14.822 -11.167 2.007
131 H -15.388 -9.540 2.389
132 H -15.183 -10.791 3.673
133 C -12.973 -11.854 -5.054
134 O -13.436 -12.802 -5.670
135 N -12.268 -11.992 -3.863
136 C -11.874 -10.896 -2.985
137 C -11.837 -13.323 -3.455
138 H -13.095 -10.796 -5.333
139 H -10.796 -10.736 -2.989
140 H -12.168 -11.052 -1.947
141 H -12.227 -9.959 -3.415
142 H -12.563 -13.645 -2.709
143 H -11.951 -14.043 -4.266
144 H -10.829 -13.253 -3.045
145 C -8.093 -11.482 -1.050
146 O -8.186 -10.834 -2.121
147 N -7.176 -11.284 -0.049
148 C -7.125 -12.022 1.198
149 C -6.260 -10.122 -0.119
150 H -8.704 -12.330 -0.705
151 H -6.080 -12.318 1.292
152 H -7.756 -12.907 1.122
153 H -7.381 -11.386 2.046
154 H -6.707 -9.504 0.660
155 H -5.224 -10.363 0.115
156 H -6.255 -9.455 -0.982
157 C -6.734 -1.297 -0.409
158 O -5.548 -1.099 -0.703
159 N -7.287 -2.454 -0.114
160 C -6.451 -3.626 0.068
161 C -8.765 -2.624 0.113
162 H -7.528 -0.559 -0.599
163 H -5.378 -3.447 0.005
164 H -6.683 -4.275 -0.776
165 H -6.682 -4.112 1.016
166 H -9.113 -3.257 -0.703
167 H -9.039 -3.020 1.090
168 H -9.241 -1.645 0.059
169 C -16.627 -9.995 -4.173
170 O -16.847 -9.165 -5.027
171 N -15.918 -9.740 -3.078
172 C -15.730 -10.795 -2.055
173 C -15.310 -8.420 -2.719
174 H -17.046 -11.012 -4.219
175 H -16.139 -10.454 -1.104
176 H -14.661 -10.980 -1.953
177 H -16.233 -11.744 -2.239
178 H -15.638 -8.044 -1.750
179 H -14.223 -8.407 -2.798
180 H -15.643 -7.724 -3.489
181 C -8.257 -7.803 3.239
182 O -8.000 -8.693 4.016
183 N -9.347 -7.031 3.330
184 C -9.568 -6.026 2.292
185 C -10.322 -7.068 4.448
186 H -7.722 -7.563 2.308
187 H -9.608 -5.044 2.764
188 H -10.478 -6.236 1.730
189 H -8.729 -5.926 1.603
190 H -11.332 -7.272 4.093
191 H -10.115 -7.799 5.229
192 H -10.293 -6.110 4.967
193 C -15.592 -5.797 -5.433
194 O -15.766 -5.118 -4.428
195 N -14.904 -5.392 -6.502
196 C -14.626 -6.255 -7.631
197 C -14.120 -4.116 -6.493
198 H -15.949 -6.829 -5.568
199 H -15.025 -7.258 -7.480
200 H -13.554 -6.342 -7.812
201 H -15.065 -5.829 -8.532
202 H -13.050 -4.268 -6.345
203 H -14.249 -3.569 -7.427
204 H -14.412 -3.397 -5.728
205 C -4.026 -7.680 -3.275
206 O -2.806 -7.875 -3.352
207 N -4.948 -8.624 -3.300
208 C -6.304 -8.249 -3.617
209 C -4.624 -10.070 -3.452
210 H -4.438 -6.667 -3.151
211 H -6.640 -7.264 -3.293
212 H -6.905 -8.982 -3.080
213 H -6.447 -8.300 -4.697
214 H -4.443 -10.459 -2.451
215 H -5.439 -10.604 -3.940
216 H -3.749 -10.216 -4.086

***

Relative energy (zero: lowest compared OMol25 entry of this formula, charge and spin)? In order: 0.0, 673.8 kJ/mol.
DFT total energy? In order: -94851.3504, -95062.8799 eV.